Formula: C21H14F10N3RhS5
Source: the Open Molecules 2025 dataset
Level of theory: the ωB97M-V functional and the def2-TZVPD basis

The geometry in XYZ format:
```
54
Properties=species:S:1:pos:R:3:forces:R:3:nbo_charge:R:1
Rh -0.644 -0.205 -0.315 -0.038 -0.134 0.002 0.702
S -5.236 1.263 0.533 0.000 -0.014 -0.016 0.487
S -1.601 1.522 -1.714 0.007 -0.010 -0.047 0.437
S -7.169 3.078 -0.807 -0.025 -0.069 -0.050 -0.002
S -2.544 0.018 1.005 0.016 0.108 -0.046 -0.085
S -4.423 2.680 -1.862 0.001 -0.027 -0.022 0.459
F -2.105 -2.591 3.148 0.009 0.004 0.016 -0.311
F 2.615 -0.126 4.212 -0.010 -0.005 0.000 -0.285
F 3.444 0.773 -2.916 0.016 0.007 0.004 -0.316
F 0.747 1.799 0.881 0.004 -0.056 0.010 -0.321
F 2.655 3.393 1.764 -0.002 0.006 0.007 -0.285
F 5.268 2.435 -2.019 0.005 0.000 -0.005 -0.287
F 0.975 -0.902 6.246 -0.003 0.000 -0.013 -0.283
F 4.964 3.774 0.342 0.004 0.004 0.003 -0.286
F -1.361 -2.168 5.668 0.001 0.000 -0.005 -0.286
F 1.948 -0.639 1.667 -0.022 0.039 -0.015 -0.304
N -0.213 -1.874 -1.465 0.070 0.015 -0.032 -0.298
N 0.991 0.302 -1.439 -0.027 -0.024 0.036 -0.630
N -0.390 -1.770 0.947 -0.010 -0.006 0.086 -0.587
C 0.627 -1.126 4.979 -0.006 -0.005 0.017 0.268
C -0.556 -1.774 4.680 0.009 0.008 0.008 0.262
C -5.703 2.375 -0.727 0.053 0.147 0.101 -0.572
C -1.265 -2.844 0.489 0.007 0.003 -0.001 -0.254
C -0.925 -1.988 3.364 -0.011 -0.013 -0.005 0.343
C 1.983 1.159 -1.056 -0.046 0.037 0.010 0.129
C 2.851 2.745 0.616 0.020 -0.006 -0.017 0.291
C 1.085 -2.552 -1.214 0.008 0.001 -0.022 -0.433
C -1.299 -2.779 -1.060 0.001 0.012 -0.010 -0.225
C -3.219 1.691 -1.073 -0.001 -0.023 0.014 -0.505
C 1.087 -0.974 2.638 0.011 0.008 0.016 0.320
C 0.877 -0.207 -2.809 -0.027 -0.004 -0.001 -0.251
C -0.199 -1.310 -2.822 0.024 0.025 -0.004 -0.233
C 3.179 1.407 -1.753 0.004 -0.002 0.007 0.249
C 4.015 2.947 -0.103 -0.004 0.006 0.008 0.235
C 4.160 2.271 -1.296 -0.005 -0.005 -0.006 0.289
C -0.886 3.138 -1.327 -0.001 0.015 0.007 -0.738
C -3.580 1.029 0.038 -0.046 -0.011 0.036 -0.336
C -0.122 -1.593 2.288 0.004 -0.016 -0.019 0.022
C 1.876 1.895 0.140 -0.014 -0.019 -0.023 0.260
C 1.453 -0.722 3.943 0.006 -0.001 -0.011 0.274
H -1.435 3.898 -1.879 0.001 0.000 -0.002 0.237
H -1.190 -0.913 -3.038 -0.008 -0.005 0.010 0.216
H -2.239 -2.349 -1.404 -0.006 -0.010 -0.006 0.219
H 1.897 -1.836 -1.255 0.008 0.020 0.000 0.238
H 0.036 -2.081 -3.562 -0.003 0.001 0.002 0.207
H 0.586 0.573 -3.523 0.010 0.001 -0.002 0.200
H 1.209 -3.315 -1.988 0.003 0.004 -0.005 0.195
H 1.818 -0.621 -3.165 -0.010 -0.014 0.003 0.217
H -1.167 -3.764 -1.517 0.004 0.001 -0.003 0.205
H 0.148 3.116 -1.666 0.013 -0.002 0.000 0.244
H 1.079 -3.010 -0.234 0.007 0.002 -0.018 0.242
H -0.873 -3.807 0.837 -0.008 -0.001 0.000 0.200
H -2.296 -2.763 0.842 0.008 0.018 0.002 0.220
H -0.931 3.321 -0.258 -0.002 -0.011 -0.001 0.246
```
Positions in Å, forces in eV/Å.

Charge: 0
Molar mass in g/mol: 761.6
Energy relative to the best compared isomer or geometry (same formula, charge and spin) in eV: 0.0174
Gap between HOMO and LUMO in eV: 6.58
2S+1: 1